C16H13F5N4SSbSe4Ti as an isolated structure, computed with ωB97M-V/def2-TZVPD.

Output
Lowest unoccupied orbital energy (alpha / beta) (eV): 1.1 / 1.1
HOMO level (alpha / beta) (eV): -4.44 / -4.44
Kohn-Sham gap (alpha / beta) (eV): 5.55 / 5.55
Net charge: -1
E_tot (eV): -338227.9475

Last column: Mulliken charge in e.
Atoms and positions in Å:
1 C -0.048 2.949 2.421  -0.56
2 H 0.473 -3.741 3.239  0.30
3 C -3.750 -0.420 -3.504  -0.35
4 Se 3.888 -0.312 1.414  -0.52
5 C 1.158 -4.516 2.894  -1.12
6 C -0.522 4.174 1.990  -0.47
7 H 0.441 2.856 3.378  0.37
8 Se 5.403 -0.167 -2.396  -0.58
9 C -0.172 1.840 1.591  0.34
10 F -4.801 -1.208 -3.253  -0.31
11 H 2.489 -3.148 1.879  -0.03
12 Se 1.448 0.866 -1.659  -0.14
13 C 1.901 -4.038 1.656  -0.14
14 Se 4.291 3.282 -0.397  -0.61
15 C -1.729 0.737 -2.705  -0.14
16 H 0.930 -4.343 -0.227  0.22
17 C 0.353 0.521 1.964  0.71
18 H 1.912 1.081 3.296  0.39
19 C -1.126 4.274 0.748  -0.75
20 C 0.456 -2.497 0.403  0.47
21 C 1.086 0.371 3.255  -1.91
22 H 0.583 -5.420 2.684  0.31
23 N 0.596 -1.652 1.393  -0.41
24 H -1.671 3.147 -1.007  0.42
25 H -0.410 5.049 2.617  0.42
26 S -0.416 -2.240 -1.096  -0.52
27 F -3.052 -0.507 -1.260  -0.31
28 Ti -0.528 0.187 -0.941  -0.17
29 C -2.835 -0.049 -2.539  0.77
30 H 2.592 -4.803 1.298  0.43
31 C -3.531 0.091 -4.771  0.76
32 N -0.775 1.949 0.393  0.20
33 H 1.496 -0.631 3.326  0.31
34 H 1.862 -4.736 3.699  0.34
35 H 0.409 0.549 4.097  0.48
36 F -4.376 -0.198 -5.766  -0.32
37 N 0.129 -0.413 1.111  0.37
38 C -1.231 3.130 -0.019  -0.14
39 C -2.441 0.919 -5.012  -0.16
40 N 1.009 -3.714 0.552  -0.16
41 F -2.267 1.406 -6.248  -0.30
42 Sb 4.359 0.911 -0.574  0.72
43 C -1.558 1.226 -3.989  0.69
44 F -0.530 2.025 -4.298  -0.30
45 H -1.492 5.215 0.365  0.39


An isolated molecule of C5H4O2, computed with ωB97M-V/def2-TZVPD.

Output
Lowest unoccupied orbital energy (eV): 0.9
Structure (SMILES): C#CC1=COCO1
HOMO level (eV): -7.83
Kohn-Sham gap (eV): 8.73
E_tot (eV): -9340.9755

Last column: Mulliken charge in e.
Atoms and positions in Å:
1 C -1.783 -0.623 0.000  -0.14
2 H -2.350 -1.005 -0.875  0.22
3 H -0.089 2.118 0.058  0.39
4 C 2.925 -0.035 -0.027  0.05
5 C 0.340 -0.065 0.048  0.27
6 H 3.972 0.017 0.166  0.40
7 H -2.215 -0.992 0.907  0.26
8 O -1.685 0.804 -0.062  -0.36
9 C -0.391 1.091 -0.032  -0.16
10 C 1.724 -0.117 -0.134  -0.55
11 O -0.448 -1.193 -0.049  -0.37


A 3-piece molecular cluster, C15H10ClF16N3O3 overall, computed with ωB97M-V/def2-TZVPD.

Output
Lowest unoccupied orbital energy (eV): -1.5
Structure (SMILES): N#C[C@@H](Cl)[C@@H](C#N)N=C=O.FC(F)C(F)(F)COC(F)(F)C(F)F.FC(F)C(F)(F)COC(F)(F)C(F)F
HOMO level (eV): -11.16
Kohn-Sham gap (eV): 9.62
E_tot (eV): -82322.8872

Last column: Mulliken charge in e.
Atoms and positions in Å:
1 F 0.517 -0.961 3.076  -0.23
2 C 1.146 -2.495 4.836  0.27
3 N -0.994 -4.471 4.939  -0.41
4 F -0.391 -0.138 -1.889  -0.28
5 H 1.094 -3.298 2.695  0.27
6 F 1.249 -0.227 0.514  -0.34
7 O -2.630 -2.715 3.688  -0.40
8 H -0.557 1.791 -0.248  0.00
9 F -0.162 1.736 -2.968  -0.30
10 C -1.706 2.780 -5.940  0.19
11 F -1.876 0.791 -7.215  -0.30
12 C 0.173 -4.955 4.107  0.36
13 C 1.294 -3.771 3.771  0.14
14 F -2.273 1.744 -1.184  -0.30
15 N 1.647 -6.980 5.718  -0.41
16 F -1.592 3.274 -4.681  -0.20
17 C 3.553 2.349 1.116  0.19
18 C -0.959 -0.141 -4.160  -0.97
19 O 1.322 2.416 0.068  -0.43
20 F 1.552 0.946 3.100  -0.23
21 C -0.974 0.652 -2.845  1.14
22 C 0.126 1.849 0.610  -0.52
23 F -2.950 0.808 -5.333  -0.27
24 C 0.247 0.422 1.166  1.26
25 F -3.003 1.859 -3.224  -0.23
26 N 1.058 -1.634 5.826  -0.51
27 H -0.269 -5.426 3.130  0.41
28 H -1.841 -0.783 -4.274  0.36
29 H -0.118 -0.843 -4.090  0.43
30 O -0.689 0.613 -5.345  -0.42
31 H -0.832 3.107 -6.511  0.25
32 Cl 3.052 -4.448 3.907  -0.12
33 C 2.187 3.038 1.017  0.78
34 H 4.076 2.372 0.156  0.23
35 C -1.821 1.250 -5.935  0.76
36 C 1.033 -6.148 4.902  -0.09
37 F -0.903 -0.242 0.830  -0.35
38 F 4.339 2.948 2.048  -0.26
39 F -2.812 3.353 -6.482  -0.26
40 F 1.554 3.128 2.210  -0.29
41 C -2.360 1.051 -2.350  0.13
42 F 2.350 4.318 0.583  -0.29
43 F 3.429 1.050 1.493  -0.19
44 H -2.984 0.171 -2.165  0.27
45 H -0.373 2.532 1.308  0.41
46 C 0.421 0.335 2.678  -0.07
47 H -0.431 0.779 3.203  0.22
48 C -1.921 -3.785 4.145  0.60


An isolated molecule of C4H6N2, computed with ωB97M-V/def2-TZVPD.

Output
Lowest unoccupied orbital energy (eV): 0.8
Structure (SMILES): N#CC1(N)CC1
HOMO level (eV): -10.40
Kohn-Sham gap (eV): 11.20
E_tot (eV): -7223.9541

Last column: Mulliken charge in e.
Atoms and positions in Å:
1 H 0.570 0.410 1.960  0.26
2 H -2.195 0.117 -0.615  0.28
3 N -1.340 -0.401 -0.786  -0.60
4 H -1.142 -0.339 -1.783  0.29
5 C 0.179 -0.334 1.271  -0.62
6 N 0.656 2.369 -0.928  -0.47
7 C 1.007 -0.637 0.059  -0.74
8 C -0.257 0.186 -0.060  0.73
9 H 0.941 -1.632 -0.369  0.26
10 H -0.433 -1.118 1.698  0.29
11 C 0.039 1.579 -0.354  0.06
12 H 1.969 -0.143 -0.064  0.26


A 2-piece molecular cluster, C2H8N2O2 overall, computed with ωB97M-V/def2-TZVPD.

Output
Lowest unoccupied orbital energy (eV): 0.6
Structure (SMILES): C=C(O)O.NN
HOMO level (eV): -7.88
Kohn-Sham gap (eV): 8.45
E_tot (eV): -9276.2057

Last column: Mulliken charge in e.
Atoms and positions in Å:
1 H -0.997 -1.803 1.323  0.25
2 O -1.232 0.801 -0.810  -0.42
3 H 0.895 -0.826 -1.482  0.21
4 O -1.798 0.878 1.343  -0.49
5 H -1.483 1.703 -0.464  0.33
6 N 1.618 0.676 -0.134  -0.33
7 H 2.479 -0.104 -1.800  0.23
8 H -2.157 0.344 2.003  0.31
9 H 1.083 0.370 0.643  0.20
10 H 2.537 0.991 0.185  0.26
11 H -0.581 -1.475 -0.555  0.20
12 C -0.945 -1.182 0.416  -0.66
13 N 1.817 -0.504 -1.077  -0.48
14 C -1.235 0.131 0.410  0.40


An isolated ion of composition C7H13N2 and charge +1, computed with ωB97M-V/def2-TZVPD.

Output
Lowest unoccupied orbital energy (eV): -5.3
Structure (SMILES): CC1CCC(=[N+]=N)CC1
HOMO level (eV): -14.61
Kohn-Sham gap (eV): 9.26
Net charge: +1
E_tot (eV): -10439.8659

Last column: Mulliken charge in e.
Atoms and positions in Å:
1 N -2.818 -0.072 0.196  0.54
2 N -3.499 -0.127 1.174  -0.67
3 H -0.359 -1.216 1.089  0.33
4 H -1.945 2.062 -0.571  0.40
5 H -0.460 1.333 1.243  0.35
6 H 0.529 2.266 0.089  0.35
7 H -0.747 1.461 -1.943  0.31
8 C -1.153 1.324 -0.812  -0.61
9 H 1.538 0.208 1.864  0.37
10 C -1.095 -1.326 -0.889  -0.58
11 C 0.028 1.240 0.201  -0.83
12 C 0.057 -1.198 0.083  -0.93
13 C -1.787 0.019 -0.569  0.43
14 H -0.662 -1.312 -1.950  0.30
15 C 1.961 -0.005 0.848  -1.73
16 H 1.280 0.027 -1.125  0.20
17 H 0.576 -2.216 0.021  0.37
18 C 0.803 0.098 -0.089  0.85
19 H 2.439 -0.954 0.767  0.43
20 H -4.416 -0.407 1.096  0.29
21 H -1.714 -2.228 -0.629  0.39
22 H 2.681 0.768 0.695  0.42


C23H50HfO5SbSi3 as an isolated structure, computed with ωB97M-V/def2-TZVPD.

Output
Lowest unoccupied orbital energy (eV): -2.7
HOMO level (eV): -11.68
Kohn-Sham gap (eV): 8.94
Net charge: +1
E_tot (eV): -66374.6245

Last column: Mulliken charge in e.
Atoms and positions in Å:
1 H -0.936 2.128 -5.009  0.27
2 H 1.980 -6.556 -1.518  0.40
3 H -0.995 0.244 -3.300  -0.23
4 O 1.122 0.707 0.292  -0.70
5 C 1.137 -3.943 -5.224  -1.07
6 C -5.517 0.942 1.804  -1.71
7 H -4.951 0.516 2.632  0.36
8 H 2.696 -5.533 -2.760  0.38
9 C -0.515 0.920 -2.574  -0.66
10 C 3.189 -3.354 -0.618  -1.23
11 H -3.779 -4.297 -0.448  0.47
12 H -1.988 -4.884 -4.273  0.26
13 H -4.413 -2.766 -2.971  0.42
14 O -0.024 -1.669 1.088  -0.73
15 H 1.544 -5.148 1.289  0.40
16 C -1.050 2.338 -2.859  1.09
17 C 1.818 -5.665 -2.130  -1.33
18 O 1.056 2.940 -0.047  -0.56
19 H -1.518 -1.959 -5.457  0.27
20 C -2.662 0.022 -0.008  0.16
21 H -0.454 -0.618 3.670  0.35
22 H 1.357 -3.859 -6.291  0.41
23 Si -2.246 -3.555 -2.190  0.12
24 H 2.000 -4.405 -4.746  0.26
25 C 0.192 -0.132 2.928  -0.77
26 C 0.061 2.057 1.949  -0.36
27 O 1.816 -1.748 2.352  -0.53
28 O -0.587 0.824 2.249  -0.29
29 Si 1.561 -4.215 -0.982  1.34
30 H -5.214 1.980 1.676  0.36
31 H -1.323 -5.768 -2.894  0.24
32 C 0.839 1.982 0.636  0.44
33 H -5.622 1.827 -0.818  0.38
34 C 0.761 -4.804 0.608  -1.16
35 H 0.721 2.375 2.762  0.42
36 H -6.576 0.920 2.062  0.42
37 H -5.305 -1.803 1.507  0.36
38 H 2.230 -0.297 -3.952  0.30
39 C -2.129 -5.109 -3.216  -1.00
40 H -2.944 3.392 -2.926  0.47
41 H -0.281 -1.475 -6.610  0.46
42 Hf -0.578 -0.042 -0.588  0.74
43 H 3.077 -2.305 -0.339  0.29
44 C -2.572 2.377 -2.783  -1.47
45 H -0.974 3.804 -4.470  0.44
46 H 1.044 0.310 3.447  0.39
47 H -0.727 2.800 1.832  0.28
48 H -0.640 3.030 -2.115  0.24
49 H 2.586 -0.874 -5.577  0.40
50 C 0.655 -1.241 2.011  0.96
51 H 0.967 -5.862 -2.778  0.30
52 H -3.006 1.757 -3.573  0.29
53 H 3.823 -3.358 -1.506  0.37
54 C 2.347 -1.193 -4.560  -1.07
55 H -6.885 -1.261 0.924  0.45
56 C -0.567 -1.436 -5.556  -0.70
57 H -2.711 -3.056 0.203  0.10
58 Si 0.798 -2.231 -4.573  0.71
59 H 0.122 -5.664 0.403  0.43
60 H 0.562 0.893 -2.820  0.36
61 H -7.068 0.875 -0.460  0.45
62 H -2.956 2.006 -1.831  0.19
63 H 2.025 -2.485 1.755  0.23
64 C -5.998 0.817 -0.662  -1.61
65 H -3.465 -1.399 -2.387  -0.08
66 H 0.286 -4.614 -5.116  0.24
67 C -0.583 2.813 -4.234  -1.62
68 C -3.412 -2.326 -2.959  -0.53
69 H 0.505 2.859 -4.295  0.41
70 H 3.200 -1.754 -4.178  0.32
71 C -5.819 -1.293 0.693  -1.53
72 C -5.292 0.140 0.518  2.16
73 H -3.145 -2.081 -3.986  0.30
74 Sb 0.098 -2.456 -2.102  -0.54
75 H -5.683 -1.872 -0.221  0.22
76 H 3.742 -3.871 0.170  0.43
77 H -0.717 -0.392 -5.293  0.04
78 H -2.127 -4.714 0.006  0.30
79 H -3.064 -5.666 -3.121  0.41
80 H -5.850 0.248 -1.580  0.29
81 H 0.156 -4.059 1.114  0.21
82 C -3.853 0.073 0.239  -0.48
83 C -2.747 -3.937 -0.438  -0.80


C4H10HgO2 as an isolated structure, computed with ωB97M-V/def2-TZVPD.

Output
Lowest unoccupied orbital energy (eV): -0.1
HOMO level (eV): -6.63
Kohn-Sham gap (eV): 6.54
E_tot (eV): -12576.9362

Last column: Mulliken charge in e.
Atoms and positions in Å:
1 C 2.462 0.541 1.121  -0.73
2 H -3.581 1.298 2.126  0.24
3 C -0.528 2.036 -0.886  -0.13
4 H -2.075 0.485 2.664  0.27
5 H -2.183 2.283 2.672  0.32
6 O -2.046 1.378 0.802  -0.38
7 H 1.828 0.902 0.257  0.01
8 C -2.486 1.365 2.149  -0.76
9 O -1.431 1.760 -1.666  -0.40
10 H -0.013 1.719 1.134  0.04
11 H 0.341 2.633 -1.218  0.39
12 H 3.422 1.067 1.084  0.26
13 H 2.634 -0.533 0.979  0.25
14 Hg -3.147 0.477 -0.910  -0.04
15 C -0.901 2.134 0.553  0.09
16 H -1.003 3.196 0.839  0.37
17 H 2.018 0.698 2.111  0.21


C41H38BCdCl2N5O8S3 as an isolated structure, computed with ωB97M-V/def2-TZVPD.

Output
Lowest unoccupied orbital energy (eV): 3.3
HOMO level (eV): -1.44
Kohn-Sham gap (eV): 4.73
Net charge: -2
E_tot (eV): -129755.4775

Last column: Mulliken charge in e.
Atoms and positions in Å:
1 O 2.921 -3.992 -4.611  -0.66
2 Cl -4.460 -2.025 5.452  -0.26
3 H 3.126 -4.915 0.505  0.55
4 H -2.602 5.548 2.422  0.34
5 N 0.403 -7.190 -1.712  1.07
6 H -5.544 -1.828 -0.016  0.33
7 C 2.493 1.186 -4.185  -1.21
8 C -2.676 5.046 -3.973  -1.04
9 H -2.744 3.484 1.119  0.22
10 C -3.948 -1.055 2.931  -0.31
11 H -3.741 5.278 -3.896  0.30
12 H -0.223 5.341 -3.020  0.37
13 H 2.247 0.308 -4.768  0.50
14 H -4.647 2.022 -1.091  0.26
15 C 3.871 -3.505 1.961  2.58
16 N 2.263 -3.226 -3.929  1.00
17 C -4.240 5.367 -1.074  -1.20
18 C 4.146 -0.331 4.079  -1.34
19 C 3.016 0.372 3.668  1.19
20 N 1.078 0.632 2.383  0.27
21 H -3.385 5.985 -1.323  0.40
22 C -5.349 -1.858 1.049  -0.75
23 H 4.060 -5.543 2.687  0.43
24 H -4.825 3.090 0.304  0.34
25 B 0.581 1.366 -1.132  -0.34
26 C -0.884 -2.631 -0.080  -0.11
27 C 0.111 3.960 3.650  -0.87
28 H -0.342 4.108 -1.750  0.26
29 H 5.268 -2.116 3.831  0.35
30 O -0.418 -7.647 -0.946  -0.62
31 C 3.136 3.448 -2.597  -1.04
32 C -4.757 -1.913 3.730  0.35
33 H 3.980 1.950 -5.536  0.35
34 H 4.814 0.073 4.829  0.35
35 H -0.772 5.869 4.075  0.34
36 C 1.869 1.431 -2.983  0.88
37 C 0.029 2.787 2.888  1.52
38 C 4.392 -1.566 3.508  -0.44
39 C -0.247 -4.917 -0.970  -0.33
40 O -0.267 -1.545 0.117  -0.08
41 N -2.150 4.653 -2.672  0.09
42 C 5.254 -3.471 1.296  -1.83
43 C 0.711 -2.980 -2.014  -0.60
44 H 6.042 -3.236 2.015  0.37
45 H 2.909 -4.553 3.602  0.39
46 H -5.908 3.281 -1.094  0.32
47 H 1.886 -5.826 -3.462  0.61
48 C 3.463 2.107 -4.597  -0.62
49 C 3.874 -4.543 3.092  -1.85
50 C 2.185 2.534 -2.204  0.78
51 C -1.922 3.600 1.823  0.49
52 O -1.952 -3.068 0.336  -0.72
53 C 2.165 -0.164 2.705  -2.41
54 Cd -0.734 0.767 0.580  0.91
55 C 1.325 -5.191 -2.797  -0.50
56 H 4.534 3.912 -4.163  0.36
57 C -0.830 4.959 3.488  -0.84
58 O 2.263 -2.021 -4.046  -0.55
59 H 4.648 -4.327 3.833  0.38
60 S -2.484 1.992 -2.384  -0.21
61 H -6.344 -3.320 3.923  0.36
62 O 0.900 0.705 -2.361  0.06
63 C -0.120 -3.539 -1.052  0.23
64 S 2.415 1.917 4.167  -0.53
65 H 1.715 -1.769 1.398  0.08
66 C -5.790 -2.690 3.238  -0.65
67 O 1.428 2.522 -1.073  -0.46
68 H -0.925 -5.346 -0.245  0.61
69 C 3.541 -2.125 2.535  0.45
70 H -6.896 -3.288 1.487  0.32
71 H 0.912 4.095 4.372  0.35
72 H -0.443 3.622 -3.448  0.42
73 C 0.495 -5.712 -1.826  -0.10
74 O 1.162 -7.857 -2.392  -0.65
75 C 1.058 1.738 3.046  0.49
76 C -0.708 4.406 -2.730  -1.10
77 H 2.791 -3.226 0.091  0.40
78 C 1.395 -3.816 -2.877  -0.09
79 C -6.099 -2.672 1.885  -0.47
80 H 3.378 4.301 -1.976  0.45
81 Cl -3.488 -0.091 0.398  -0.06
82 H 5.280 -2.715 0.507  0.39
83 H -2.152 5.940 -4.315  0.36
84 H -4.456 5.456 -0.007  0.40
85 C -4.887 3.033 -0.784  -1.12
86 C -0.993 2.557 1.954  -1.35
87 H -5.118 5.717 -1.628  0.32
88 C -4.330 -1.084 1.568  0.41
89 C 2.846 -3.940 0.915  -2.41
90 C 2.424 -1.411 2.136  0.95
91 H 1.845 -4.026 1.346  0.48
92 C 3.776 3.217 -3.820  -0.44
93 C -1.855 4.772 2.560  -0.52
94 N -3.956 3.977 -1.383  0.26
95 H -2.546 4.248 -4.716  0.30
96 H 5.481 -4.444 0.848  0.44
97 S -2.661 -0.089 3.518  -0.29
98 H 0.821 -1.903 -2.066  0.90
99 C -2.907 3.569 -2.126  0.33


An isolated ion of composition C5H13BO4P and charge +1, computed with ωB97M-V/def2-TZVPD.

Output
Lowest unoccupied orbital energy (eV): -3.8
HOMO level (eV): -14.55
Kohn-Sham gap (eV): 10.77
Net charge: +1
E_tot (eV): -23546.6338

Last column: Mulliken charge in e.
Atoms and positions in Å:
1 C -1.452 0.902 0.637  -0.89
2 H -1.354 -1.187 1.267  0.54
3 O 1.309 1.109 -1.867  -0.54
4 B 1.450 0.148 -0.941  0.52
5 H -1.863 1.063 1.636  0.43
6 H 1.899 0.252 1.740  0.31
7 C -2.297 1.603 -0.420  0.63
8 C 0.563 -2.770 -0.213  -1.00
9 O -2.547 1.067 -1.465  -0.51
10 O -2.701 2.846 -0.164  -0.46
11 H -0.469 1.389 0.640  0.44
12 H 0.190 -3.554 -0.870  0.38
13 H 0.462 1.555 -1.978  0.36
14 H -0.604 -1.327 -2.018  0.12
15 H 1.653 -2.765 -0.210  0.36
16 O 2.558 -0.097 -0.227  -0.44
17 P -0.054 -1.158 -0.746  0.39
18 C -1.393 -0.602 0.349  -0.76
19 H 0.209 -2.973 0.798  0.36
20 H -2.421 3.163 0.704  0.34
21 H 2.794 1.594 0.969  0.30
22 C 2.723 0.511 1.071  -0.62
23 H -2.308 -0.890 -0.174  0.48
24 H 3.649 0.121 1.482  0.25


Asked for relative energy (zero: lowest compared OMol25 entry of this formula, charge and spin) across the records above, the calculation gives 8.5 73.9 179.3 37.7 85.4 99.9 18.3 0.0 47.1 0.0 kcal per mole in order.
Asked for strongest force on any atom across the records above, the calculation gives 1.721 2.995 12.710 1.932 3.529 6.087 0.892 4.671 0.654 0.782 eV Å⁻¹ in order.